(1)
{
  "formula": "C3H3N3",
  "method": "ωB97M-V/def2-TZVPD",
  "species": ["H", "N", "C", "C", "N", "H", "C", "N", "H"],
  "xyz": [[0.093055, 2.230025, -0.254099], [0.694787, 1.523813, -0.497772], [0.810275, 0.604492, 0.317029], [1.852919, -0.335841, 0.075102], [2.546693, -1.157126, -0.254635], [0.310720, 0.503618, 1.258358], [-2.128367, -1.161149, -0.242950], [-2.318989, -0.056693, 0.009616], [-1.861095, -2.151141, -0.410649]],
  "forces_ev_per_a": [[-2.29, 1.81, 0.80], [1.84, -0.28, -2.19], [0.56, -0.08, 1.32], [-1.77, 0.88, 0.15], [2.24, -2.28, -0.64], [-0.57, -0.02, 0.55], [-0.14, 1.75, 0.52], [-0.03, -0.59, -0.19], [0.15, -1.19, -0.32]],
  "gap_ha": 0.415,
  "relative_energy_kcal_mol": 46.6,
  "smiles": "[H]/N=C/C#N.C#N",
  "charge": 0,
  "total_energy_ha": -280.30659,
  "max_force_ev_per_a": 3.26
}

***

(2)
{
  "formula": "C3H3N3O",
  "method": "ωB97M-V/def2-TZVPD",
  "species": ["H", "N", "N", "C", "C", "N", "C", "O", "H", "H"],
  "xyz": [[-2.539829, -0.464708, 0.945127], [-1.923701, -1.006511, 0.318513], [-0.866571, -0.349525, 0.253725], [0.136544, -0.874483, -0.573899], [1.231811, -0.103696, -0.683036], [1.392655, 1.106479, -0.020003], [0.608002, 1.673010, 0.734958], [0.010480, 2.355922, 1.467691], [0.003507, -1.820461, -1.097500], [2.070528, -0.382269, -1.310758]],
  "forces_ev_per_a": [[0.03, -0.23, -0.11], [0.39, 0.43, 0.09], [-0.51, -0.49, -0.12], [0.17, 0.20, -0.02], [-0.13, -0.19, -0.02], [-0.28, 0.23, 0.26], [-0.10, 0.31, 0.28], [0.55, -0.50, -0.61], [-0.01, 0.22, 0.14], [-0.12, 0.01, 0.10]],
  "gap_ha": 0.337,
  "relative_energy_kcal_mol": 47.4,
  "smiles": "[H]/N=N/C=C\\N=C=O",
  "charge": 0,
  "total_energy_ha": -355.56431,
  "max_force_ev_per_a": 0.96
}

***

(3)
{
  "formula": "C3H3N3O",
  "method": "ωB97M-V/def2-TZVPD",
  "species": ["O", "C", "N", "N", "C", "C", "N", "H", "H", "H"],
  "xyz": [[2.131572, -1.173805, 0.275482], [0.965595, -1.118524, 0.121879], [0.922524, 1.826494, 0.118290], [0.352091, 0.728935, 0.048322], [-0.995033, 0.530971, -0.121750], [-1.219086, -0.813581, -0.162491], [-0.172993, -1.688771, -0.036805], [1.925590, 1.618874, 0.254540], [-1.706138, 1.340327, -0.208077], [-2.204122, -1.250919, -0.289387]],
  "forces_ev_per_a": [[-0.83, 0.04, -0.10], [0.60, -0.19, 0.04], [-0.10, -0.48, 0.02], [0.07, 0.40, 0.04], [0.01, -0.11, -0.04], [-0.08, 0.16, 0.01], [0.24, 0.17, 0.06], [-0.11, 0.04, -0.04], [0.06, -0.11, 0.01], [0.14, 0.09, 0.01]],
  "gap_ha": 0.307,
  "relative_energy_kcal_mol": 54.5,
  "charge": 0,
  "total_energy_ha": -355.55297,
  "max_force_ev_per_a": 0.84
}

***

(4)
{
  "formula": "C3H3N3O",
  "method": "ωB97M-V/def2-TZVPD",
  "species": ["H", "N", "N", "C", "C", "N", "C", "O", "H", "H"],
  "xyz": [[1.773941, 1.759061, 0.232880], [1.063629, 1.047071, 0.033243], [-0.063794, 1.584098, 0.115131], [-1.123252, 0.693186, -0.090135], [-1.070715, -0.649770, -0.163425], [-0.007380, -1.505709, -0.040090], [1.200083, -1.365376, 0.102666], [2.346613, -1.544954, 0.253361], [-2.104307, 1.146215, -0.140943], [-2.014818, -1.163822, -0.302684]],
  "forces_ev_per_a": [[-0.09, 0.08, -0.06], [-0.37, 0.25, 0.14], [0.58, -0.22, 0.01], [-0.17, -0.27, -0.08], [-0.16, 0.10, 0.05], [0.18, 0.10, -0.05], [1.00, -0.37, 0.19], [-1.18, 0.26, -0.21], [0.14, 0.11, -0.04], [0.07, -0.03, 0.04]],
  "gap_ha": 0.333,
  "relative_energy_kcal_mol": 50.6,
  "smiles": "[H]/N=N/C=C\\N=C=O",
  "charge": 0,
  "total_energy_ha": -355.55922,
  "max_force_ev_per_a": 1.23
}